[1]
# C7H5Br3NO2ReSbSe4

A molecular structure, C7H5Br3NO2ReSbSe4 (ωB97M-V/def2-TZVPD, the OMol25 dataset).

Last column: Mulliken charge in e.
CARTESIAN COORDINATES (ANGSTROEM)
Re: 0.6828 -0.7476 -0.8021  0.840
Br: 1.8776 2.5123 0.5024  0.007
C: 0.2245 1.8163 1.0624  0.616
C: -0.5227 2.6175 1.9029  -0.611
C: -1.7266 2.1448 2.3987  -0.398
C: -2.1394 0.8687 2.0530  -0.737
C: -1.3539 0.1324 1.1987  0.654
N: -0.1730 0.5759 0.6810  -0.107
C: -1.7541 -1.2288 0.7824  0.301
O: -2.7401 -1.7982 1.0795  -0.408
O: -0.7685 -1.7525 -0.0306  -0.323
H: -0.1566 3.5991 2.1717  0.434
H: -2.3279 2.7680 3.0492  0.503
H: -3.0595 0.4308 2.4204  0.533
Br: -1.5205 -0.2094 -2.5640  0.124
C: -1.2541 -2.0376 -3.1545  -0.381
Br: 0.5396 -2.6083 -2.5559  0.141
H: -1.2572 -2.0691 -4.2388  0.437
H: -1.9856 -2.6890 -2.6896  0.409
Se: 5.4564 1.0533 0.8242  -0.122
Sb: 4.7062 -0.5307 -0.6510  1.107
Se: 2.2824 -1.6228 0.5492  0.082
Se: 1.8576 0.8995 -1.7518  0.009
Se: 5.1125 -2.1245 -2.2373  -0.111

E_LUMO (alpha / beta): -13.4 / -13.4 eV
electronic energy: -18120.13454 Ha
relative energy (zero: lowest compared OMol25 entry of this formula, charge and spin): 53.8 kJ/mol
HOMO level (alpha / beta): -0.691 / -0.691 hartree
charge: +3

[2]
# C2H11NO4

4 unconnected molecules or ions with the total composition C2H11NO4 (ωB97M-V/def2-TZVPD, the OMol25 dataset).

Last column: Mulliken charge in e.
CARTESIAN COORDINATES (ANGSTROEM)
C: 0.4142 1.7694 0.4328  0.082
N: -0.5091 0.8766 0.8052  -0.086
C: -0.7575 0.6011 2.2095  -0.919
O: 0.7894 1.9730 -0.7040  -0.616
H: 0.9478 2.3022 1.2235  0.327
H: -0.7444 0.2262 0.0795  0.217
H: 0.1160 0.9090 2.7892  0.305
H: -1.4847 1.3222 2.6090  0.340
H: -1.0879 -0.3984 2.4460  0.346
H: -0.3540 -1.6741 -1.6317  0.333
H: -1.6569 -2.3716 -1.3371  0.296
O: -0.8278 -2.1415 -0.9464  -0.678
H: 0.2373 0.8815 -2.2929  0.381
H: 1.0288 0.0538 -3.3146  0.294
O: 0.2465 0.0491 -2.7826  -0.656
H: 0.1157 -1.9487 0.6717  0.365
H: 1.2728 -2.6737 1.4250  0.282
O: 0.6346 -1.9520 1.4911  -0.617

E_LUMO: 0.7 eV
electronic energy: -438.53004 Ha
relative energy (zero: lowest compared OMol25 entry of this formula, charge and spin): 72.1 kJ/mol
HOMO level: -0.358 hartree
SMILES: CNC=O.O.O.O

[3]
# C22H42N2O12S4

A molecular structure, C22H42N2O12S4 (ωB97M-V/def2-TZVPD, the OMol25 dataset).

Last column: Mulliken charge in e.
CARTESIAN COORDINATES (ANGSTROEM)
O: -1.7341 2.2107 4.2058  -0.616
S: -2.6529 2.0257 3.0670  1.117
O: -4.0670 2.4795 3.0238  -0.635
O: -1.9049 2.5864 1.6432  -0.346
C: -0.5071 2.5228 1.5334  1.112
C: 0.0908 3.9259 1.8346  -2.534
C: -2.5104 0.2792 2.6506  -0.197
H: -0.1596 2.1298 0.5780  -0.319
H: 0.0418 1.8919 2.2326  0.838
H: 1.1236 3.9765 1.4901  0.423
H: 0.0547 4.1229 2.9060  0.480
H: -0.5732 4.6801 1.4122  0.568
H: -1.5246 0.0603 2.2404  -0.433
H: -3.4062 0.1622 2.0407  0.367
H: -2.4692 -0.1739 3.6411  0.537
O: -2.8448 3.5763 -3.1595  -0.661
S: -2.9288 2.1177 -2.9742  1.240
O: -2.6030 1.2292 -4.1015  -0.716
O: -1.9407 1.6947 -1.7379  -0.613
C: -1.7031 2.7143 -0.7440  0.420
C: -0.3520 3.4769 -1.0114  -0.804
C: -4.5541 1.5673 -2.2319  -1.090
H: -1.5628 2.2169 0.2157  -1.273
H: -2.5691 3.3528 -0.5690  0.895
H: -0.4984 4.2927 -1.7194  0.532
H: 0.4061 2.7831 -1.3747  0.063
H: 0.0105 3.9088 -0.0786  -0.089
H: -5.2205 1.2888 -3.0483  0.463
H: -5.0143 2.3151 -1.5861  0.361
H: -4.4332 0.6787 -1.6124  0.275
O: 4.0104 1.4069 1.1080  -0.772
S: 3.3165 0.2249 0.6134  1.225
O: 2.5816 0.1778 -0.6353  -0.399
O: 4.4271 -0.9860 0.5184  -0.255
C: 5.3046 -1.2112 1.6402  -0.103
C: 6.1698 -2.4471 1.2477  -1.286
C: 2.1474 -0.3744 1.8585  -0.369
H: 4.7245 -1.4232 2.5383  0.282
H: 6.0010 -0.3837 1.7765  0.267
H: 6.7243 -2.1884 0.3457  0.317
H: 5.6485 -3.3806 1.0359  0.342
H: 6.8598 -2.7274 2.0436  0.399
H: 1.8231 -1.3881 1.6234  0.349
H: 1.3523 0.3687 1.9199  -0.435
H: 2.6584 -0.4042 2.8209  0.587
O: 1.3979 4.2268 -3.6675  -0.613
S: 1.2563 2.8467 -4.2047  1.186
O: 2.0290 2.3220 -5.3238  -0.633
O: 1.2929 1.7661 -2.9224  -0.351
C: 1.6460 0.4099 -3.1989  -1.005
C: 1.4411 -0.5377 -1.9655  -0.335
C: -0.5352 2.6924 -4.6390  -0.752
H: 2.6858 0.3414 -3.5187  0.389
H: 1.0038 0.0374 -3.9970  0.499
H: 1.7944 0.0474 -1.1164  -0.749
H: 1.9930 -1.4747 -2.0397  0.389
H: 0.3949 -0.8271 -1.8661  0.525
H: -0.9261 1.6753 -4.6633  0.391
H: -0.6826 3.1091 -5.6353  0.520
H: -1.0569 3.3753 -3.9684  0.101
N: -2.3898 -0.9828 0.6815  -0.723
C: -1.6972 0.0274 0.0864  -1.309
C: -0.3701 -0.1596 -0.3398  1.300
C: 0.2607 -1.3928 -0.1072  -0.746
C: -0.4636 -2.4131 0.4806  -1.091
C: -1.7799 -2.1929 0.8111  -0.985
H: -2.2047 0.9790 0.0289  2.011
H: 0.1900 0.6421 -0.7980  0.113
H: 1.2814 -1.6486 -0.3503  0.835
H: -0.0780 -3.4145 0.6026  0.478
H: -2.4175 -3.0056 1.1263  1.124
N: -1.4173 -4.5675 0.7508  -0.480
C: -0.5116 -5.5736 0.5627  -0.151
C: -0.2401 -6.5285 1.5402  -0.584
C: -0.8404 -6.4205 2.7989  -0.192
C: -1.7712 -5.3960 3.0345  -0.870
C: -2.0224 -4.4516 1.9681  0.138
H: -0.0511 -5.6057 -0.4137  0.453
H: 0.4840 -7.3024 1.3326  0.377
H: -0.4687 -7.0462 3.5969  0.390
H: -2.2781 -5.2950 3.9828  0.389
H: -2.6911 -3.6190 2.1293  0.448

E_LUMO: -0.2 eV
electronic energy: -3467.92296 Ha
relative energy (zero: lowest compared OMol25 entry of this formula, charge and spin): 1546.0 kJ/mol
HOMO level: -0.283 hartree

[4]
# C6H23B2CsN

A molecular structure, C6H23B2CsN (ωB97M-V/def2-TZVPD, the OMol25 dataset).

Last column: Löwdin spin population.
CARTESIAN COORDINATES (ANGSTROEM)
Cs: -0.5424 1.3857 -1.0941  0.734
B: -2.9720 1.8270 -3.4352  0.001
H: -2.2396 2.2415 -4.1105  0.000
H: -3.0780 2.3793 -2.5144  0.000
H: -3.9315 1.7281 -3.9188  0.000
H: -2.6521 0.8535 -3.0972  0.000
B: -0.1805 0.0154 -4.3729  0.004
H: -0.4608 0.9342 -4.8641  0.000
H: -0.8389 -0.1851 -3.5419  0.000
H: -0.3230 -0.7800 -5.0879  0.000
H: 0.8400 -0.0473 -4.0280  0.000
C: 1.5583 1.8373 2.4335  0.029
C: 0.8675 0.5376 2.8240  0.024
N: 0.5610 -0.4086 1.7117  0.003
C: 1.8635 -0.7540 1.0282  0.008
C: 1.5988 -1.3043 -0.3404  0.003
C: 0.0322 -1.6100 2.2312  0.008
C: -1.4075 -1.4802 2.7515  0.010
H: 1.3013 2.3386 1.5003  0.004
H: 2.6317 1.6733 2.3383  0.033
H: 1.5174 2.6081 3.2032  0.035
H: 1.5071 0.0992 3.5901  0.027
H: -0.0778 0.7558 3.3210  0.013
H: 2.5335 -1.4820 1.4856  0.017
H: 2.4769 0.1159 0.7931  0.005
H: 2.1899 -0.9124 -1.1681  0.001
H: 0.5588 -1.1637 -0.6350  0.000
H: 1.7245 -2.3832 -0.2505  0.005
H: -0.0612 -2.4107 1.4976  0.003
H: 0.5899 -2.0713 3.0463  0.011
H: -1.6550 -0.6641 3.4303  0.010
H: -2.1446 -1.3390 1.9610  0.002
H: -1.7871 -2.3344 3.3122  0.006

E_LUMO (alpha / beta): 2.3 / 4.4 eV
electronic energy: -366.71067 Ha
HOMO level (alpha / beta): 0.074 / -0.076 hartree
charge: -2
spin multiplicity: 2

[5]
# C4H7N3O

C4H7N3O in the gas phase (ωB97M-V/def2-TZVPD, the OMol25 dataset).

Last column: Mulliken charge in e.
CARTESIAN COORDINATES (ANGSTROEM)
C: 0.6121 0.3906 -0.0579  0.387
C: -0.0522 0.1622 -1.4071  -0.375
C: -1.4934 -0.7610 0.7450  -0.084
C: -0.2615 0.0182 1.1668  -0.398
H: 3.1589 1.3740 1.0716  0.377
H: -0.7111 1.0253 -1.5281  0.247
H: 0.7018 0.2324 -2.2149  0.384
H: -1.1387 -1.3258 -2.2865  0.265
H: -2.2514 -1.0027 1.5663  0.322
H: -0.4668 0.9074 1.7836  0.361
H: 0.3592 -0.6353 1.7633  0.311
N: 1.7811 0.8569 -0.0232  -0.591
N: -0.7360 -1.1080 -1.3963  -0.257
N: -1.7844 -1.1554 -0.4488  -0.567
O: 2.2825 1.0211 1.2662  -0.381

E_LUMO: 0.9 eV
electronic energy: -396.02572 Ha
relative energy (zero: lowest compared OMol25 entry of this formula, charge and spin): 322.1 kJ/mol
HOMO level: -0.334 hartree
SMILES: O/N=C1\CC=NNC1

[6]
# C4H8FNO

C4H8FNO in the gas phase (ωB97M-V/def2-TZVPD, the OMol25 dataset).

Last column: Mulliken charge in e.
CARTESIAN COORDINATES (ANGSTROEM)
C: 0.5043 0.7551 0.3986  0.123
C: 1.5548 -0.4082 0.1301  -0.604
C: -0.4789 -0.1275 -0.4443  0.118
C: -1.8520 -0.3990 0.1386  -0.635
H: 1.1417 2.5916 0.1987  0.305
H: 0.0184 0.8408 1.3813  0.325
H: 2.2122 -0.1567 -0.6779  0.299
H: 2.1552 -0.8117 0.9954  0.251
H: 0.6718 -1.8725 -0.9753  0.243
H: -0.5620 0.1225 -1.5459  0.325
H: -2.2206 -1.2967 -0.2531  0.321
H: -1.7678 -0.5815 1.2567  0.292
N: 0.4442 -1.2898 -0.1733  -0.545
O: 0.7829 1.8975 -0.3495  -0.528
F: -2.6043 0.7361 -0.0800  -0.290

E_LUMO: 0.9 eV
electronic energy: -387.00851 Ha
relative energy (zero: lowest compared OMol25 entry of this formula, charge and spin): 141.4 kJ/mol
HOMO level: -0.344 hartree
SMILES: O[C@@H]1CN[C@H]1CF

[7]
# H22O11

11 unconnected molecules or ions with the total composition H22O11 (ωB97M-V/def2-TZVPD, the OMol25 dataset).

Last column: Mulliken charge in e.
CARTESIAN COORDINATES (ANGSTROEM)
H: 1.2755 0.9896 0.2844  0.379
H: 0.4051 -0.1463 0.7963  0.228
H: 0.6647 3.3100 3.1509  0.315
H: 1.2208 1.9038 3.3043  0.304
H: -1.0056 -2.7431 -4.1104  0.324
H: -0.4679 -1.7271 -3.1161  0.321
H: -0.5526 2.7068 -0.6524  0.300
H: -0.9811 3.5150 -1.8662  0.299
H: 2.6813 0.3419 -0.7127  0.330
H: 3.3094 1.6540 -1.1528  0.292
H: 1.9304 -3.7515 4.8977  0.323
H: 2.2283 -2.6027 3.9481  0.311
H: 1.3881 1.9841 -3.9073  0.278
H: 2.1124 1.0747 -2.9282  0.303
H: -1.9017 -0.4362 -2.6806  0.286
H: -3.1017 -1.0154 -3.4117  0.311
H: -0.0368 -4.8052 1.1679  0.314
H: 0.8995 -4.3320 0.0681  0.317
H: -2.1458 1.3567 3.7805  0.304
H: -1.6309 -0.0503 3.5252  0.310
H: -3.5789 1.4866 -0.4374  0.290
H: -3.4981 -0.0049 -0.1563  0.269
O: 1.0418 0.0717 0.1063  -0.582
O: 1.4852 2.8307 3.3126  -0.620
O: -0.8259 -1.8018 -4.0079  -0.659
O: -0.6480 3.6128 -0.9670  -0.617
O: 2.6725 1.2880 -0.5289  -0.656
O: 2.2040 -2.8274 4.8851  -0.633
O: 1.9477 2.0043 -3.1227  -0.565
O: -2.8498 -0.3126 -2.8021  -0.572
O: 0.5617 -5.1319 0.4866  -0.629
O: -1.8522 0.7717 3.0730  -0.606
O: -2.9516 0.7859 -0.2264  -0.567

E_LUMO: -0.4 eV
electronic energy: -840.75653 Ha
relative energy (zero: lowest compared OMol25 entry of this formula, charge and spin): 324.5 kJ/mol
HOMO level: -0.398 hartree
SMILES: O.O.O.O.O.O.O.O.O.O.O

[8]
# C3H9NO

2 unconnected molecules or ions with the total composition C3H9NO (ωB97M-V/def2-TZVPD, the OMol25 dataset).

Last column: Mulliken charge in e.
CARTESIAN COORDINATES (ANGSTROEM)
C: -2.0441 0.1136 -0.5934  -0.933
C: -1.4067 -0.3464 0.7156  -0.314
C: 0.4798 1.1083 0.7267  -0.428
N: 0.0803 -0.0188 0.2101  -0.416
H: -3.1863 0.1369 -0.7163  0.313
H: -1.6576 -0.4050 -1.4404  0.334
H: -1.7930 1.2527 -0.7953  0.193
H: -1.7255 0.3181 1.6063  0.283
H: -1.3658 -1.4432 1.0252  0.274
H: 0.5401 1.9633 0.0653  0.309
H: 0.0833 1.2720 1.7733  0.272
H: 1.8622 -0.5217 -0.3909  0.480
H: 3.5735 -0.7442 -0.6468  0.320
O: 2.6166 -0.8688 -0.8806  -0.687

E_LUMO: 0.1 eV
electronic energy: -249.56663 Ha
relative energy (zero: lowest compared OMol25 entry of this formula, charge and spin): 386.1 kJ/mol
HOMO level: -0.343 hartree
SMILES: C=NCC.O

Among the records above, which one has the lowest electronic energy?
C7H5Br3NO2ReSbSe4